Record 1
Below is a gas-phase ion, C6H16N4O (charge +2), with properties calculated with ωB97M-V/def2-TZVPD.

Element x y z (Å)
C (-3.861, -1.821, -1.742)
N (-2.694, -1.579, -1.322)
C (-1.460, -1.891, -2.007)
C (-0.243, -1.839, -1.082)
C (0.310, -0.429, -0.788)
N (0.115, -0.076, 0.617)
C (0.475, 1.222, 1.052)
O (-0.035, 1.484, 2.309)
N (1.959, 1.405, 1.222)
C (2.441, 2.470, 1.807)
N (3.682, 2.662, 2.145)
H (-4.738, -1.558, -1.163)
H (-4.017, -2.300, -2.704)
H (-2.562, -1.127, -0.411)
H (-1.337, -1.182, -2.833)
H (-1.543, -2.886, -2.455)
H (-0.482, -2.337, -0.141)
H (0.540, -2.427, -1.561)
H (1.366, -0.397, -1.077)
H (-0.211, 0.328, -1.381)
H (0.455, -0.789, 1.253)
H (0.149, 1.952, 0.293)
H (-0.958, 1.768, 2.284)
H (2.552, 0.598, 1.061)
H (1.729, 3.262, 2.017)
H (4.406, 1.967, 2.009)
H (3.962, 3.523, 2.597)

Results
**Total charge**: +2
**E**: -531.90062 Ha
**SMILES string**: C=[NH+]CCCN[C@@H](O)NC=[NH2+]
**LUMO**: -7.3 eV

Record 2
Below is a molecular structure, C22H20ClN4PdSTe, with properties calculated with ωB97M-V/def2-TZVPD.

Element x y z (Å)
Pd (-1.276, -1.019, -0.098)
C (-1.350, -5.523, 0.115)
C (-1.685, -4.172, 0.261)
N (-0.878, -3.192, -0.094)
C (0.328, -3.496, -0.612)
C (0.749, -4.820, -0.800)
C (-0.132, -5.845, -0.420)
C (2.041, -5.081, -1.365)
C (2.856, -4.069, -1.716)
C (2.457, -2.702, -1.531)
C (3.283, -1.625, -1.888)
C (2.843, -0.346, -1.691)
C (1.574, -0.139, -1.133)
N (0.770, -1.137, -0.780)
C (1.201, -2.412, -0.980)
H (-2.053, -6.285, 0.421)
H (-2.642, -3.879, 0.679)
H (0.161, -6.879, -0.553)
H (2.343, -6.111, -1.507)
H (3.830, -4.266, -2.146)
H (4.257, -1.819, -2.319)
H (3.448, 0.508, -1.959)
H (1.204, 0.856, -0.983)
Te (-3.799, -0.799, 0.287)
S (-3.917, 1.412, 1.298)
C (-2.548, 1.514, 2.318)
N (-1.753, 0.523, 2.698)
C (-0.920, 0.956, 3.827)
C (-0.930, 2.479, 3.649)
N (-2.153, 2.662, 2.868)
H (-2.094, -0.429, 2.595)
H (0.080, 0.536, 3.764)
H (-1.381, 0.656, 4.769)
H (-0.065, 2.824, 3.078)
H (-0.971, 3.016, 4.592)
H (-2.523, 3.552, 2.580)
Cl (-2.047, 3.666, -3.237)
C (-0.758, 4.020, -2.150)
C (-0.005, 5.159, -2.361)
C (1.040, 5.468, -1.507)
C (1.333, 4.634, -0.438)
C (0.576, 3.501, -0.228)
C (-0.498, 3.155, -1.070)
C (-1.258, 1.981, -0.812)
H (-0.241, 5.801, -3.198)
H (1.626, 6.360, -1.679)
H (2.152, 4.873, 0.227)
H (0.800, 2.842, 0.604)
H (-2.085, 1.648, -1.415)
H (-0.990, 1.440, 0.041)

Results
**Total charge**: +1
**E**: -2323.42063 Ha
**LUMO**: -4.4 eV

Calculated values (hartree) of E_HOMO for the records, taken in order: -0.6118, -0.3220.
Calculated values (Eh/bohr) of maximum force for the records, taken in order: 0.030, 0.036.
Calculated values (kcal per mole) of energy relative to the best compared isomer or geometry (same formula, charge and spin) for the records, taken in order: 0.0, 65.8.